The following is a quantum chemistry calculation of a structure of composition C14H25HfNO3P2S2 in a non-equilibrium geometry, from the Open Molecules 2025 dataset.

XYZ file:
```
48
Properties=species:S:1:pos:R:3
Hf 0.060 0.152 1.137
H -1.870 -0.285 1.001
H -1.896 0.486 1.328
P -0.074 -2.222 -0.168
P -0.045 2.389 -0.223
C 1.442 3.387 0.090
H 1.305 4.402 -0.307
H 1.654 3.450 1.163
H 2.316 2.947 -0.399
C -0.403 2.890 -1.933
H -1.436 2.641 -2.195
H -0.259 3.970 -2.065
H 0.261 2.370 -2.631
C -1.340 3.225 0.739
H -1.355 2.899 1.786
H -1.175 4.307 0.698
H -2.317 3.006 0.298
C -0.159 -2.546 -1.979
H -0.057 -3.628 -2.161
H -1.125 -2.212 -2.378
H 0.649 -2.027 -2.507
C 1.313 -3.379 0.192
H 1.389 -3.554 1.272
H 1.130 -4.331 -0.331
H 2.258 -2.953 -0.166
C -1.460 -3.311 0.347
H -2.398 -2.917 -0.060
H -1.298 -4.331 -0.037
H -1.522 -3.328 1.442
C 1.724 -0.014 -0.440
O 2.399 -0.104 -1.391
H -0.567 0.729 -0.534
O -2.564 1.050 4.467
S -1.186 1.437 4.624
O -0.800 2.818 4.799
N -0.213 0.736 3.310
C 0.844 0.046 3.811
S 1.983 -0.575 2.659
C 0.711 -0.250 5.194
C 1.358 -1.294 5.854
C 1.039 -1.575 7.179
C 0.094 -0.805 7.876
C -0.608 0.206 7.184
C -0.341 0.421 5.827
H 2.096 -1.892 5.319
H 1.557 -2.377 7.686
H -0.104 -0.991 8.928
H -1.341 0.824 7.673
```

Highest occupied orbital energy ... -0.5512 hartree
LUMO ... -8.57 eV
HOMO-LUMO gap ... 0.2364 Eh
Energy above the lowest of the compared OMol25 structures with the same formula, charge and spin ... 0.00 kcal per mole
Charge ... +2